Below is a structure of composition C19H6Cl5NO3S4Zr in a non-equilibrium geometry, with properties calculated with the ωB97M-V functional and the def2-TZVPD basis.

Output
- Net charge: 0
- Total energy: -4949.034797 Ha
- Spin multiplicity: 1
- Energy relative to the best compared isomer or geometry (same formula, charge and spin): 48.7 kJ/mol
- Highest occupied orbital energy: -7.69 eV
- Orbital gap: 5.93 eV

Positions of all 39 atoms, in Å:
Zr: -0.4006 -0.6255 0.8434
O: 3.2143 -0.5823 2.4973
C: 2.1860 -0.2827 1.9557
O: 0.9876 -0.7366 2.2318
C: 2.1794 0.7332 0.8189
C: 3.2099 1.6666 0.6922
C: 3.1159 2.6197 -0.2810
C: 2.0081 2.6334 -1.1525
C: 1.8456 3.5985 -2.1705
C: 0.7477 3.5725 -2.9799
C: -0.2331 2.5749 -2.8187
C: -0.1047 1.6187 -1.8505
C: 1.0128 1.6360 -0.9887
N: 1.1203 0.7022 0.0149
H: 4.0398 1.6121 1.3815
H: 3.8825 3.3770 -0.3901
H: 2.6058 4.3597 -2.2943
H: 0.6233 4.3195 -3.7524
H: -1.0997 2.5691 -3.4664
H: -0.8490 0.8427 -1.7274
Cl: 1.2732 -2.3139 -1.0983
C: 0.5586 -3.4254 0.0489
C: -0.3472 -2.7804 0.8466
C: -0.8815 -3.4313 1.9301
Cl: -1.7990 -2.3204 2.9108
C: -0.5967 -4.7593 2.1914
Cl: -1.2638 -5.5604 3.5505
C: 0.2801 -5.4214 1.3139
Cl: 0.6409 -7.0766 1.5804
C: 0.8899 -4.7555 0.2393
Cl: 2.0172 -5.5437 -0.7826
O: -6.3053 2.8914 -0.4981
C: -5.2942 2.2875 -0.2731
S: -4.8685 0.7454 -1.0332
C: -3.3413 0.5056 -0.1959
C: -2.9889 1.4383 0.7090
S: -1.5354 1.4566 1.6821
S: -4.0928 2.7874 0.9322
S: -2.4375 -0.9327 -0.6174

These are the natural (NBO) partial charges, in e, on atoms 1 to 6: number 1, Zr, carries 1.820; number 2, O, carries -0.531; number 3, C, carries 0.755; number 4, O, carries -0.814; number 5, C, carries 0.157; number 6, C, carries -0.234